A structure of composition C31H57HgN4O2P2 at a distorted geometry, computed with ωB97M-V/def2-TZVPD.

The geometry in XYZ format:
```
97
Properties=species:S:1:pos:R:3:mulliken_charge:R:1
H 0.02978 5.04513 -0.06071 0.23
P -0.10285 -2.44868 -0.30057 0.09
C -0.50773 3.51571 1.44463 1.95
C 3.26576 -0.02046 -3.47267 1.69
H -1.66664 5.06939 0.47316 0.53
H -1.12189 -4.78302 -3.27448 0.53
H 1.68812 -2.44469 -2.69588 -0.88
H -1.37785 -5.50285 0.08209 0.39
H 1.68231 -4.16583 -2.21596 0.28
C 2.72010 4.30732 0.74662 -1.90
H -1.49139 -3.37339 3.08288 0.62
H 0.20909 -5.23082 0.86362 0.18
O -1.40846 0.57605 -1.37059 -0.62
H -2.51599 3.64250 2.23197 0.65
H -1.65626 2.15635 2.72877 0.23
H -0.77041 5.12094 2.87735 0.53
H -0.67201 -1.91327 2.47209 0.16
H 2.28701 -2.50395 -0.63465 0.28
C 2.72524 0.83832 -4.64536 -1.54
H 5.33376 0.56993 -3.76695 0.47
C 1.66085 -2.80808 0.22179 -0.67
N -1.97214 1.17240 -3.44916 -0.38
C 2.85874 -2.47547 2.41587 -0.82
H 3.66242 4.62734 0.26042 0.51
C 1.87224 3.28348 -1.39100 -1.36
C 3.16355 -1.64340 3.52576 -0.80
C 1.10292 -3.37406 -2.72002 -1.09
H -0.54324 -1.18325 -2.95512 -0.16
C -1.01330 -4.54312 -2.19981 -1.99
C -0.29041 -3.18727 -2.08972 2.35
H 4.44810 1.62974 -2.62591 0.18
H 4.98524 0.00700 -2.10101 0.34
H -3.23510 -3.73491 1.43249 0.54
C -2.30179 0.92058 -2.16100 0.15
H 3.24157 -3.49662 2.34150 0.51
H 1.42413 2.40012 -1.87138 -0.13
H -2.02430 -4.52533 -1.76495 0.32
H -1.25479 -5.43430 1.85029 0.50
C -0.86878 -4.99577 0.91166 -1.64
H 3.86822 -2.09928 -3.08494 0.34
C -1.08182 -2.14174 -2.90196 -1.70
H 3.09837 0.97933 -0.12125 0.02
H 0.93607 4.89413 2.42222 0.27
H 1.76857 2.16290 3.30006 0.33
N 1.47834 -0.04525 -1.51886 0.49
H 3.76835 1.93218 1.21473 0.31
H 1.15587 4.11269 -1.48766 0.28
H -4.30822 1.30335 -2.53319 0.23
H -3.46997 0.57127 0.22077 0.21
C -0.81915 4.40330 0.22449 -1.70
C 2.26681 -0.02848 -2.38653 -0.94
C 2.67110 -0.35875 3.57751 -1.18
C -0.00247 4.36285 2.63180 -1.70
H -2.06899 -1.93939 -2.45394 0.27
O -2.32972 -0.15176 2.03517 -0.28
C 2.03438 -1.96191 1.41984 -0.57
H 3.47808 0.85521 -5.45213 0.41
H 3.79254 -2.02396 4.33857 0.40
H -2.69947 1.44136 -4.13072 0.20
H 0.24509 -3.42206 2.66349 0.36
C -0.73119 -3.00394 2.37041 -1.75
H -4.95681 0.00750 -0.53624 0.31
C -1.42400 -0.06237 1.29265 -0.96
H -2.85848 -2.11547 0.79016 0.05
C 4.59195 0.58720 -2.94984 -1.44
C 3.39572 1.99443 0.17991 -1.51
H -1.11442 3.79522 -0.64818 0.19
N -3.62790 1.03700 -1.80584 -0.24
H 0.14253 3.73238 3.52479 0.34
H 0.97866 -3.67093 -3.77872 0.74
H 1.78806 0.42359 -5.04805 0.35
Hg 0.00000 0.00000 0.00000 3.99
H 4.22775 2.33138 -0.46876 0.60
H 2.53840 1.87424 -4.31756 0.31
P 0.74944 2.14073 0.98356 0.55
H 2.57572 -1.93835 -4.31396 0.42
H 2.93524 4.15497 1.81835 0.36
C 3.50185 -1.48552 -3.92429 -1.72
H -1.00048 1.08815 -3.77486 0.14
C -1.82045 2.85195 1.89166 -2.02
H -2.94176 -3.51754 -0.31271 0.19
N 1.52557 -0.69569 1.45554 1.10
C 1.42110 1.50318 2.49771 -1.14
H 4.25972 -1.49595 -4.72614 0.48
H 2.00029 5.13506 0.64214 0.30
H 2.78384 3.56959 -1.94972 0.56
C -4.21093 0.82942 -0.50223 -0.72
C -2.62619 -3.18517 0.69074 -1.44
H 1.85596 -3.87621 0.41668 0.60
H 2.90100 0.29885 4.42129 0.50
C 2.23245 3.00719 0.08161 2.17
C -1.13293 -3.47330 0.95044 2.08
H -4.71566 1.75894 -0.16040 0.33
H -2.30287 2.30883 1.06477 0.13
H -1.23772 -2.51947 -3.93033 0.70
H -0.43868 -5.35938 -1.73643 0.39
C 1.85679 0.17203 2.51243 -0.20
```

Values from the calculation:
* 2S+1: 1
* Kohn-Sham gap: 6.385 eV
* electronic energy: -65870.95983 eV
* HOMO level: -8.6 eV
* net charge: +1

---

A structure of composition C31H57MgN2O2P2S at a distorted geometry, computed with ωB97M-V/def2-TZVPD.

The geometry in XYZ format:
```
96
Properties=species:S:1:pos:R:3:mulliken_charge:R:1
H -3.22242 -1.16864 -2.07093 0.13
C 1.51938 1.07819 3.47970 2.23
H -3.33800 -2.90803 -2.40732 0.60
P 0.19285 1.61132 2.21521 0.72
H 6.10438 0.68980 -1.86985 0.49
C -1.50177 -2.03397 -3.12940 2.13
H -2.83750 -2.49673 -4.73257 0.53
C -2.11536 -1.70020 -4.49239 -1.84
H 0.57759 -0.90620 3.60301 0.33
H -0.30650 -3.65937 -2.24257 0.26
C -1.08147 3.28266 -2.63382 -1.05
H 1.36620 1.41689 -3.90601 0.33
H -2.39129 0.52106 3.08238 0.10
H 3.21182 1.37895 2.10529 -0.40
O 0.18402 -3.43351 0.77073 -0.32
C 0.20738 3.07650 -0.21197 -0.32
O -2.08306 -0.24963 0.27339 -1.97
H 2.48061 -1.59136 -1.92978 -0.12
C 5.43881 0.97746 0.73003 -1.89
H 0.62710 3.94256 1.73598 0.55
H 4.68063 -1.94355 -0.97134 0.33
N 2.06386 0.07417 0.02469 0.33
C -0.97442 3.57642 3.98129 -1.79
H 2.26816 -0.83426 4.16608 0.57
H 2.92757 0.58914 -4.10978 0.60
H -2.30502 -2.31056 -1.08711 0.06
C 5.01786 0.66868 -1.70025 -1.51
H 4.56781 0.03372 -2.47607 0.18
C -1.31789 2.43426 3.01289 2.09
H -1.63879 0.94515 -3.72167 0.04
C 2.24470 -1.82356 -2.97683 -1.33
N -0.17804 1.94975 -0.82985 1.46
H -2.34345 2.32925 1.05837 0.00
C -2.64718 -2.10386 -2.10797 -1.82
C 2.88379 1.67053 3.11008 -1.36
H -5.08092 -0.31037 -1.04062 0.44
H -3.32891 -2.43795 1.21649 0.27
C 5.15779 -1.33167 -0.19426 -1.56
H -1.63481 3.30586 -3.57163 0.50
H 3.62983 1.28883 3.82510 0.64
C -0.77134 2.01248 -2.07573 0.12
H -5.14145 1.25852 -0.18599 0.44
H 3.18627 -1.85023 -3.54811 0.55
H -0.61541 3.22035 4.95140 0.42
C 1.32037 -0.74763 -3.58064 2.41
H -1.82486 3.97200 1.52598 0.35
H 0.26895 1.06109 5.29654 0.31
H 2.88009 2.76787 3.18106 0.33
C -4.14773 -1.76633 0.94474 -1.05
C -4.47428 0.49393 -0.60875 -1.06
H 6.24834 -1.40915 -0.31825 0.41
H 1.91033 -0.81635 2.42002 0.03
P -0.27226 -0.72547 -2.50615 0.87
H -2.65589 -0.74829 -4.48253 0.31
Mg -0.00745 -0.02057 0.06258 2.38
C -1.03729 0.82268 -2.81926 -1.25
C 0.82901 3.00911 1.19329 -1.33
H -3.21285 3.20181 2.32863 0.59
H -4.88677 -1.72684 1.75558 0.46
H -1.49739 0.88611 4.58032 0.19
H -0.05779 -3.45623 -3.99950 0.33
H 5.30698 0.57146 1.74066 0.40
C 1.56719 -0.46594 3.40177 -1.55
C 1.21471 1.47666 4.92737 -1.95
H 0.34407 -0.28894 -5.48071 0.37
H 1.97020 -0.97928 -5.61636 0.53
S -3.51963 -0.08730 0.80521 0.65
H 2.28440 0.88521 -2.47746 0.01
H -0.24328 4.28260 3.56980 0.20
H -0.82823 5.40673 -2.44032 0.43
C 0.06469 4.32852 -0.80749 -0.86
H 4.89197 -1.73935 0.79038 0.39
C 1.02406 -1.03858 -5.05563 -1.96
C -2.21601 3.01710 1.90200 -1.66
H 2.01749 1.06007 5.55559 0.54
H 0.61409 -2.04103 -5.22715 0.32
C 2.00730 0.62358 -3.50388 -1.65
H -1.37958 -1.67123 -5.30096 0.30
H -3.81461 0.94679 -1.35556 0.18
H -2.99977 1.76675 4.18906 0.50
C 3.21936 0.17542 -0.09003 -1.21
H -1.56265 -4.16791 -3.38916 0.51
H 4.63364 1.69185 -1.80804 0.39
H -1.90358 4.13406 4.17114 0.51
C 4.70386 0.12454 -0.30761 1.96
H 6.51687 0.98666 0.51246 0.47
C -2.08521 1.32709 3.76326 -1.35
C 0.18705 -2.34940 0.38319 0.31
H 1.92412 2.92672 1.10572 0.73
C -0.63645 4.42824 -2.00936 -0.89
H 1.22734 2.56399 5.06748 0.37
H -4.63003 -2.09487 0.01739 0.33
H 5.08391 2.01633 0.70524 0.38
H 1.79465 -2.82293 -3.01134 0.23
H 0.47118 5.20060 -0.30075 0.53
C -0.79758 -3.40266 -3.19028 -1.90
```

Values from the calculation:
* 2S+1: 1
* Kohn-Sham gap: 6.107 eV
* electronic energy: -75001.65781 eV
* HOMO level: -8.3 eV
* net charge: +1